Here is a 2-piece molecular cluster, C8H11NSi2 overall from the OMol25 dataset. Energies are from wB97M-V/def2-TZVPD.

Positions of all 22 atoms, in Å:
C -1.579979 0.620118 0.223658
H 0.671619 -1.610942 -0.904433
Si 3.735932 -1.161099 0.076665
H 4.949022 -1.245163 -0.730096
H -1.397371 -3.253939 -0.404024
H 2.524747 -2.038880 -0.428968
H 0.232077 3.009441 -1.480929
C -2.597813 -0.221755 0.602238
H 0.240064 0.725825 -0.874757
N -1.473688 2.026788 0.391834
H 4.014815 -1.698392 1.439758
Si -0.380163 3.173468 -0.233550
C 2.315229 1.501308 0.059015
C -2.437518 -1.597259 0.363015
C -0.527283 0.087500 -0.511157
C -0.274099 -1.262235 -0.606625
H -1.043606 4.442405 -0.010730
H -3.341014 -2.170263 0.530332
H -2.194953 2.330750 1.111739
C 3.011286 0.521627 0.111412
C -1.243003 -2.181584 -0.153607
H -3.204304 0.002281 1.429216

Atoms 1-6, force components in eV/Å:
C 1.42 0.13 -1.71
H 0.89 -0.19 -0.83
Si -1.90 -0.02 0.29
H 0.15 -0.16 -0.28
H 1.17 0.79 0.36
H 1.47 0.46 0.20

For the HOMO energy, the calculation gives -0.313 hartree. As for the energy relative to the best compared isomer or geometry (same formula, charge and spin): 224.88 kJ/mol. The molecular weight is 177.36 g/mol.

---

Here is a 2-piece molecular cluster, C25H28NO2 overall from the OMol25 dataset. Energies are from wB97M-V/def2-TZVPD.

Positions of all 56 atoms, in Å:
C -2.863249 1.984177 -0.354207
C 1.483399 -1.641397 4.049811
H -4.263059 -0.351064 1.755675
H -1.028760 2.706741 1.415304
C -4.579130 -1.362385 -0.106419
H 2.166827 -1.169556 4.755993
C -4.252989 -3.438158 -3.137972
C -0.564263 -1.642413 2.697898
H -3.747621 1.310639 -2.200212
H -2.261673 -0.280158 2.872477
H -3.158050 0.796805 5.595557
H -0.824421 2.740319 5.674402
C -5.306499 3.268133 0.121532
C -5.121479 2.531393 -1.057444
C -4.288478 3.328160 1.071668
H 1.106359 -4.633826 2.383721
N -2.100722 1.567041 2.877867
C -2.178205 0.624016 5.136157
H 4.410549 -4.890456 3.753204
C -2.011280 2.708916 1.915093
O 2.981828 -3.486568 3.991238
C -3.822849 -0.952331 0.956238
C 3.439355 -4.681012 3.307215
C -3.897345 1.891040 -1.287850
H -4.420684 3.876795 2.011748
C -2.443348 -1.304207 1.061270
H -5.917201 2.477570 -1.805740
C -2.585949 -2.403588 -1.108018
H -0.685260 3.531730 4.093478
O -4.794279 -2.518352 -2.160725
H 0.179581 0.043370 3.847184
H -2.195386 3.659517 5.023984
H -2.114709 3.680921 2.423114
H -3.953793 -4.378871 -2.656959
C -1.877344 1.710805 4.126454
C -3.978521 -2.117015 -1.151195
H -5.633818 -1.109168 -0.186892
C 0.363448 -0.998853 3.579289
H -1.901176 1.492018 -0.521481
C -1.365038 2.986479 4.757586
C 0.894292 -3.618176 2.729665
H -0.750108 -2.105722 -0.050095
C -1.752626 -0.995184 2.245003
H 3.544001 -4.489486 2.229795
C -1.828152 -1.950678 -0.052112
H -2.113159 -2.979857 -1.909919
H -6.244852 3.801334 0.295800
H -3.403309 -2.989653 -3.668580
C -3.073837 2.671237 0.849130
H -2.189977 -0.383299 4.728436
H -1.415858 0.652286 5.916563
C -0.253010 -2.979466 2.311831
H -5.083788 -3.605873 -3.820431
H -0.937046 -3.525862 1.660724
C 1.801422 -2.945167 3.588917
H 2.750640 -5.519347 3.482168

Atoms 1-6, force components in eV/Å:
C -0.40 0.01 0.35
C 0.31 -0.36 -0.10
H 0.08 -0.22 -0.25
H -0.15 -0.15 0.32
C 0.00 -0.15 -0.50
H -0.14 -0.02 -0.32

As for the total charge: +1. For the HOMO energy, the calculation gives -0.419 hartree. As for the energy relative to the best compared isomer or geometry (same formula, charge and spin): 46.61 kJ/mol. The molecular weight is 374.50 g/mol.

---

Here is an isolated ion of composition C4H7NO2 and charge -1 from the OMol25 dataset. Energies are from wB97M-V/def2-TZVPD.

Positions of all 14 atoms, in Å:
H -0.493222 1.128995 1.434513
H 2.059728 -1.618891 0.164374
H -0.060271 -2.101144 -1.215046
N -0.118094 -1.092056 -1.153947
C -0.345465 0.813704 0.410837
H -0.718719 -1.280679 0.749672
C 1.436386 -0.923993 0.762690
H 0.529511 1.346102 -0.010743
H 0.581015 -0.632750 -1.729612
C -1.502350 1.374195 -0.376685
O -1.717085 1.338114 -1.559157
H -2.242783 1.905980 0.267125
O 1.931874 -0.388951 1.824937
C 0.070553 -0.673329 0.234311

Atoms 1-6, force components in eV/Å:
H 0.32 -0.25 0.33
H -0.29 -0.12 -0.02
H 0.37 0.17 -0.11
N -0.33 0.30 -0.12
C 0.61 0.41 -1.30
H 0.14 0.20 0.26

The expectation value of S² is 0.754. As for the total charge: -1. For the HOMO energy (alpha / beta), the calculation gives 0.002 / -0.123 hartree. Its spin multiplicity is 2. As for the energy relative to the best compared isomer or geometry (same formula, charge and spin): 133.51 kJ/mol. The molecular weight is 101.10 g/mol.

---

Here is C41H25AsClF12O2PPd as an isolated structure from the OMol25 dataset. Energies are from wB97M-V/def2-TZVPD.

Positions of all 84 atoms, in Å:
C 4.058671 5.370368 -0.218981
Pd -0.317243 1.327365 0.634675
C 4.144711 0.127534 -0.648854
C -0.652428 -1.713168 -0.022477
F -0.915280 -1.537617 4.358822
C -3.616874 -2.259447 1.272118
F -5.751572 -3.300980 4.721645
F -5.609634 0.550067 -5.444539
C 1.204690 -2.665529 -1.237954
C 5.029904 -0.924406 -0.466143
H 1.254497 0.902533 -2.823278
F -5.911900 -1.570220 -5.133656
H 4.401673 5.967387 -1.053875
C 0.688216 -3.440071 0.983515
H 4.097335 5.375402 3.172546
F 1.087316 -0.741280 4.601520
H 3.857860 5.113647 -3.052935
C 4.047970 -1.387652 1.677018
C -4.982099 -0.597809 -5.152700
C 2.920762 3.451612 0.666824
C 3.350409 4.194948 -0.435932
F 3.239583 -4.635714 0.920390
C -4.226957 -0.528764 -3.853062
C -3.735057 -1.710696 -3.308507
H -3.259181 0.976401 2.226692
O -1.186181 1.460645 3.339734
As 1.959166 1.883003 0.096277
C 2.987204 3.631618 -1.756738
H 1.823180 -2.704842 -2.123685
P -1.888671 -0.378882 0.093997
C 3.888328 5.038380 2.166310
C 4.324554 5.784023 1.078337
H 2.405495 -0.141611 2.253063
F -4.158216 -0.872445 -6.183715
H -3.923103 -2.654858 -3.801930
F 3.466830 -4.240422 -1.195627
H 3.133986 3.990492 -5.115119
C -2.766847 -0.449538 -1.497955
C -0.204746 -0.395022 4.484828
H 5.755048 -1.154003 -1.235654
C 2.163564 2.370713 -4.101762
C 2.568547 -4.522155 -0.239258
H -4.952425 -3.668124 2.175345
C 4.983068 -1.681635 0.695857
C -4.582135 -2.651511 2.176243
H -4.994278 0.277018 3.837004
H -0.064924 -1.129899 -2.009088
H -3.072591 1.670464 -1.565976
C 0.141291 -1.780571 -1.166638
C 3.153610 -0.340828 1.499160
C 3.204987 0.420452 0.335234
C -3.638034 -0.036879 2.203434
C -3.010002 -1.670176 -2.134086
F 2.072226 -5.746657 -0.514995
H -2.618972 -2.590824 -1.721023
C 3.175888 3.864291 1.962042
H 4.188961 0.711997 -1.559352
F -7.279638 -2.496395 3.424804
C -4.612400 -0.429954 3.114809
C -0.362803 -2.542429 1.057475
H -3.227583 -2.979857 0.564556
C -5.075226 -1.731337 3.098204
C -6.133891 -2.190332 4.064592
Cl -0.926985 2.835820 -0.927700
C 1.841975 1.811600 -2.874116
C -0.447183 0.506060 3.249833
H 2.824130 3.285548 2.807644
H 5.668115 -2.507986 0.831258
C -3.265485 0.723752 -2.049337
C -3.135510 -0.947561 1.284295
H 4.874708 6.700735 1.243502
C 1.470547 -3.498243 -0.161255
H -0.947470 -2.485785 1.964368
O 0.182633 0.091610 2.212714
C 3.299511 4.188607 -2.992156
H 1.840199 1.892428 -5.016530
C -3.998093 0.683777 -3.229556
F -6.429032 -1.262663 4.984714
F -0.577713 0.190549 5.616071
H 0.908774 -4.084078 1.824442
H 4.000656 -1.982275 2.579946
H -4.383845 1.597469 -3.658737
C 2.261193 2.439817 -1.715729
C 2.890239 3.554998 -4.155247

Atoms 1-6, force components in eV/Å:
C 0.00 -0.01 0.01
Pd -0.19 -0.53 -0.12
C 0.02 0.00 -0.02
C -0.06 -0.05 -0.04
F 0.01 0.03 -0.02
C 0.01 0.01 0.01

For the HOMO energy, the calculation gives -0.324 hartree. As for the energy relative to the best compared isomer or geometry (same formula, charge and spin): 27.77 kJ/mol. The molecular weight is 1025.39 g/mol.

---

Here is one molecule with the formula C6H7NO3S from the OMol25 dataset. Energies are from wB97M-V/def2-TZVPD.

Positions of all 18 atoms, in Å:
H -1.586631 1.038141 -1.977566
O -1.829414 -1.171375 1.122832
C -0.918285 1.416095 1.230690
O -2.791396 -0.775272 -0.788050
O -1.555650 1.447591 -1.079701
C 0.374643 -0.066799 -0.364418
C 1.131794 -0.747297 0.597464
S 1.151466 0.153633 -1.843543
H 3.006502 -1.294541 -2.082207
C 2.488921 -0.748781 -1.309442
C -1.014668 0.612112 -0.078960
H 3.032694 -1.815480 0.517182
N -1.959862 -0.555203 0.079488
C 2.348174 -1.115855 -0.005535
H -0.965495 0.683377 2.032978
H 0.840620 -1.179587 1.561740
H -1.854152 2.107373 1.199304
H 0.100741 2.011868 1.187743

Atoms 1-6, force components in eV/Å:
H 0.06 0.03 1.17
O -0.29 -0.28 -0.55
C -0.21 1.65 -1.31
O 0.92 0.01 0.62
O 0.93 -0.52 -0.17
C -1.59 0.71 1.92

The structure (SMILES) is C[C@@](O)(c1cccs1)[N+](=O)[O-]. For the HOMO energy, the calculation gives -0.340 hartree. As for the energy relative to the best compared isomer or geometry (same formula, charge and spin): 226.37 kJ/mol. The molecular weight is 173.19 g/mol.

---

Here is C37H28NO2P2SSnTe as an isolated structure from the OMol25 dataset. Energies are from wB97M-V/def2-TZVPD.

Positions of all 73 atoms, in Å:
H -0.899113 -1.192751 -2.025960
H 8.050488 2.910524 1.957183
C -0.083180 -3.052212 2.680140
H 6.912870 0.844491 1.169679
C -2.324212 1.541954 3.125985
C -1.024323 2.042846 -0.797210
H -5.016078 3.379169 4.039032
H 3.851690 -2.337836 -2.712821
H -3.409743 1.735269 4.960983
H -0.505301 -4.345957 4.333478
C -3.107933 2.867725 1.286133
C -1.223333 3.318055 -3.267728
C -4.741173 -1.395050 -3.320638
C 4.954266 1.633150 1.326502
C -1.181602 -0.528307 0.678254
C 2.320799 -1.922126 -1.281694
C -3.013618 -2.970090 -1.964965
C 0.174660 -5.366745 1.179554
H 2.333920 -2.149213 -4.663405
P -0.863953 1.186810 0.810774
H 4.208922 4.780685 2.303883
H -4.815138 4.101896 1.682538
C 0.615443 -1.677099 -3.468400
Te -3.030206 -1.446929 0.734503
C -3.328811 2.054226 3.929282
H -2.550654 1.713605 -3.809684
S 2.421312 2.883977 1.446126
H 0.147667 4.755555 -2.456203
H 0.604384 -4.065945 -0.473679
H 0.342245 3.614523 -0.276296
H -2.959325 -4.049841 -3.820996
C -4.229649 2.977536 3.412192
C -0.265020 -4.287288 3.279175
Sn 1.522524 0.638078 2.233051
C 1.950604 -2.004686 -3.660484
H -2.358340 0.588176 -1.626138
H -0.281354 -6.416056 2.994088
O 5.151033 -0.407276 0.143463
H 0.274095 -6.269696 0.589754
C 0.357520 -4.127586 0.579355
H -3.026519 3.187651 0.254766
H -4.882471 -0.199852 -1.543652
N -4.221934 -2.435599 -3.967942
C -1.927672 2.143659 -3.034373
C 0.973101 -1.617364 -1.084053
C 0.132578 -1.477968 -2.182712
C 0.224897 -2.960288 1.323273
C -4.436878 -1.072315 -2.005534
C -1.823348 1.511059 -1.805267
C -3.374173 -3.202255 -3.284661
P 0.386587 -1.293418 0.609157
C 4.819673 3.918652 2.066847
C 6.194342 3.986635 2.185604
C -2.205881 1.939248 1.794543
C 2.801234 -2.119950 -2.567927
C 4.171352 2.752129 1.638386
C -0.313648 3.215405 -1.040852
H -0.191603 -2.143012 3.262000
C -3.540568 -1.867921 -1.300049
C 4.429602 0.290293 0.843814
H 6.658467 4.906627 2.521355
H -1.625154 0.815536 3.527039
H -2.322858 -3.637603 -1.465729
H 3.003692 -1.957886 -0.441295
H -5.434602 -0.779763 -3.885601
H -0.048757 -1.562697 -4.316981
H -1.293061 3.810609 -4.229886
C -4.115566 3.383247 2.091697
C 6.342105 1.721992 1.441795
C -0.137950 -5.449325 2.527674
C -0.417345 3.850522 -2.271417
C 6.971709 2.875111 1.872096
O 3.248265 -0.086723 1.219081

Atoms 1-6, force components in eV/Å:
H -0.02 -0.02 0.00
H 0.00 0.01 0.00
C -0.02 0.00 0.00
H 0.02 0.00 -0.01
C -0.02 -0.03 0.01
C -0.01 -0.03 0.02

As for the total charge: -1. For the HOMO energy, the calculation gives -0.164 hartree. The molecular weight is 858.96 g/mol.

---

Number 1: energy -944.94537 a.u., F_max 3.80 eV/Å. Number 2: energy -1174.37905 a.u., F_max 1.50 eV/Å. Number 3: energy -361.79013 a.u., F_max 1.49 eV/Å. Number 4: energy -6091.65773 a.u., F_max 0.58 eV/Å. Number 5: energy -911.36720 a.u., F_max 2.61 eV/Å. Number 6: energy -3195.32869 a.u., F_max 0.28 eV/Å.